84
Properties=species:S:1:pos:R:3:forces:R:3 method="wB97M-V/def2-TZVPD" homo_lumo_gap_ev=5.942 relative_energy_kj_mol=0.0 total_charge=+3
La 0.072665 -0.178238 -0.182419 0.362 -2.181 -1.497
P -1.881345 1.880674 -0.017560 -1.582 1.817 -0.094
P -2.376984 -1.695844 0.826500 -1.293 -0.592 0.530
P 1.666670 1.901426 -1.428428 1.201 1.205 -1.401
H -1.377540 -3.458315 -1.793338 0.446 -0.471 -0.254
C -0.361402 -3.267332 -2.150747 0.159 0.381 0.184
C 0.744399 -3.524564 -1.424470 -0.085 0.458 0.108
H 0.725200 -4.118470 -0.496398 -0.167 0.492 -0.332
C -2.963330 1.927520 -1.497093 0.218 -0.252 -0.126
C -3.130815 2.011722 1.315103 0.147 -0.273 0.294
C -1.264962 3.609495 0.016809 0.294 -0.096 0.053
C -2.074253 -3.498970 0.838277 0.363 -0.183 -0.157
C -2.972336 -1.515162 2.548911 0.043 0.297 0.248
C -3.970146 -1.599640 -0.090864 0.197 0.196 -0.269
C 2.997146 0.745423 -1.978186 -0.051 -0.263 0.311
C 2.745938 3.341976 -1.071639 -0.165 0.287 0.606
C 0.955977 2.412155 -3.047971 -0.420 -0.070 0.215
H -0.330045 -2.853436 -3.163726 0.204 -0.127 0.497
H 1.746912 -3.178802 -1.727315 -0.515 -0.547 -0.273
H -3.627308 2.802451 -1.436915 0.184 -0.283 -0.049
H -3.562082 1.008303 -1.549056 0.081 0.280 -0.082
H -2.340960 1.999385 -2.399612 -0.269 0.030 0.097
H -3.635285 2.984649 1.219062 0.101 -0.353 0.036
H -2.630315 1.960216 2.291527 -0.229 0.082 -0.145
H -3.870892 1.204268 1.251127 0.171 0.248 0.033
H -2.136918 4.280428 0.041784 0.343 -0.147 -0.060
H -0.647880 3.828100 -0.864793 -0.199 0.008 0.254
H -0.663936 3.761635 0.923910 -0.159 0.068 -0.237
H -3.034426 -4.022641 0.749812 0.264 0.043 0.080
H -1.592311 -3.772226 1.785131 -0.102 -0.006 -0.212
H -1.415425 -3.794198 0.014826 -0.336 -0.117 0.435
H -3.883893 -2.112859 2.691633 0.257 0.118 -0.102
H -3.196863 -0.466296 2.777819 0.014 -0.270 0.025
H -2.204068 -1.877825 3.245428 -0.243 0.110 -0.242
H -4.680072 -2.343038 0.302962 0.275 0.256 -0.077
H -3.783355 -1.814841 -1.152588 -0.204 0.091 0.211
H -4.408206 -0.594956 0.004059 0.080 -0.360 -0.093
H 3.331642 1.062026 -2.976119 -0.071 -0.291 0.258
H 2.692306 -0.314871 -2.020145 0.149 0.234 -0.222
H 3.831612 0.836951 -1.269302 -0.178 -0.129 -0.196
H 3.191588 3.745985 -1.993687 -0.235 -0.290 0.207
H 3.559170 3.036271 -0.398729 -0.263 0.113 -0.126
H 2.170930 4.138489 -0.582590 0.187 -0.102 -0.140
H 1.785891 2.716658 -3.700961 -0.335 -0.086 0.098
H 0.264902 3.249807 -2.895083 0.231 -0.034 -0.090
H 0.387669 1.602842 -3.527506 0.263 0.175 0.020
C 1.184150 -1.527507 -6.253777 0.182 -0.951 -1.760
C 0.691911 -0.864610 -7.405804 0.203 -0.222 0.429
C 0.958546 -1.364111 -8.686096 0.036 -0.066 0.164
C 1.740975 -2.512728 -8.860856 -0.370 0.223 0.515
C 2.198677 -3.194092 -7.727438 -0.141 -0.005 0.032
C 1.928440 -2.719921 -6.436534 -0.154 0.464 -0.019
S 1.119369 -0.725849 -4.693619 0.003 0.469 0.926
H 0.186685 -1.339349 -3.895200 0.226 0.062 -0.944
H 0.125476 0.061833 -7.299988 0.116 -0.289 0.007
H 0.537017 -0.845451 -9.549022 0.230 -0.123 0.254
H 1.969233 -2.889590 -9.861821 -0.108 0.167 0.406
H 2.762017 -4.116787 -7.880670 -0.096 0.314 0.267
H 2.317202 -3.238561 -5.555820 -0.080 0.111 -0.372
N 0.871114 0.366819 1.818099 0.493 0.895 1.550
S -0.104841 0.347210 3.154392 0.462 -0.381 0.238
C 0.567124 -0.970084 4.158501 -0.006 -0.642 0.678
C -0.259582 -1.624340 5.096078 0.123 0.355 -0.297
C 0.295305 -2.560670 5.969103 0.045 0.085 -0.185
C 1.662640 -2.844477 5.919539 -0.137 0.228 -0.098
C 2.464930 -2.233875 4.953236 -0.200 0.090 -0.285
C 1.914066 -1.318690 4.046834 0.082 -0.014 0.234
C 0.318310 1.829717 4.071370 0.165 0.828 0.611
C 0.871789 2.949256 3.433523 0.091 -0.341 -0.002
C 1.257076 4.055541 4.198632 -0.203 -0.117 -0.069
C 1.007898 4.096465 5.571047 0.037 -0.281 -0.159
C 0.397322 3.002955 6.189485 -0.095 -0.111 -0.259
C 0.056032 1.866443 5.451550 0.031 -0.110 -0.295
H 1.769599 0.806822 2.050848 -0.143 -0.234 -0.029
H -1.325261 -1.396497 5.137975 0.256 -0.005 0.139
H -0.343061 -3.072655 6.686349 0.130 0.161 -0.135
H 2.096818 -3.542261 6.635536 -0.101 0.156 -0.250
H 3.523814 -2.477825 4.890323 -0.243 0.054 -0.006
H 2.526079 -0.891928 3.252976 0.003 -0.056 0.366
H 1.023414 2.946983 2.351972 0.092 0.037 0.314
H 1.753948 4.889852 3.709710 -0.172 -0.113 0.074
H 1.297760 4.969371 6.159103 -0.097 -0.295 -0.209
H 0.188107 3.030134 7.255083 0.036 -0.054 -0.174
H -0.403384 1.006088 5.937944 0.171 0.246 0.017

93
Properties=species:S:1:pos:R:3:forces:R:3 method="wB97M-V/def2-TZVPD" homo_lumo_gap_ev="7.605 / 7.519" spin_multiplicity=3 total_charge=+1
Ti 0.144947 0.646670 0.305074 -1.437 1.028 -0.003
S 2.420991 0.058799 4.108402 0.311 -0.111 0.209
C 0.856957 0.532484 4.683750 0.186 -0.046 0.133
C 0.401103 0.596431 5.999195 0.015 -0.001 -0.002
C -0.890516 1.037624 6.210094 -0.005 -0.016 -0.058
C -1.703390 1.397399 5.126545 0.009 -0.007 0.034
C -1.240875 1.319669 3.829173 -0.128 0.122 -0.030
C 0.058887 0.882597 3.602147 -0.082 -0.058 -0.387
N 0.687059 0.741897 2.353068 -0.299 0.164 1.122
C 1.925929 0.366790 2.489992 0.626 0.041 -0.007
C 2.832279 0.341558 1.337870 -0.126 0.136 0.068
C 4.192157 0.080331 1.488588 0.102 -0.148 0.232
C 5.028356 0.143822 0.391740 0.043 -0.026 0.028
C 4.482875 0.456761 -0.846421 0.063 0.019 -0.084
C 3.122840 0.704011 -0.976959 -0.184 -0.012 0.111
C 2.235368 0.680179 0.109070 0.994 -0.054 -0.103
H 1.044008 0.320678 6.827771 -0.058 0.027 -0.077
H -1.274413 1.108878 7.220132 0.008 0.000 -0.048
H -2.716615 1.734269 5.307820 0.038 -0.012 0.010
H -1.876183 1.563530 2.991317 0.031 0.031 0.030
H 4.599605 -0.170226 2.464849 -0.001 0.027 -0.074
H 6.088473 -0.049065 0.495466 -0.034 0.008 0.009
H 5.128151 0.505170 -1.718914 -0.065 -0.009 0.061
H 2.756131 0.901612 -1.974235 -0.092 0.094 -0.113
C -2.976163 1.054759 -0.994322 0.011 0.017 0.071
O -2.227047 1.484929 0.143575 0.143 -0.085 0.165
C -2.403201 2.851812 0.484891 -0.174 -0.100 -0.112
C -1.143590 3.616360 0.195425 0.211 0.035 -0.034
O -0.071893 2.900306 0.804269 0.100 -0.018 0.101
C 1.110988 3.682640 0.993953 -0.135 -0.037 -0.047
H -4.008015 0.853598 -0.702678 -0.058 0.012 0.023
H -2.513166 0.153269 -1.383707 0.035 -0.066 0.019
H -2.956294 1.812058 -1.778442 0.020 0.014 -0.033
H -2.640027 2.917812 1.544687 -0.015 -0.041 0.135
H -3.233874 3.287742 -0.071860 -0.062 0.011 -0.015
H -1.210757 4.615079 0.629430 0.017 0.088 0.024
H -0.964272 3.700806 -0.877459 0.015 -0.003 -0.084
H 0.862272 4.600176 1.524344 -0.034 0.072 0.053
H 1.573931 3.920957 0.037337 0.030 0.018 -0.080
H 1.800088 3.092662 1.585992 0.048 -0.074 0.039
C 1.914050 -3.174837 -2.737095 0.036 -0.014 0.114
N 1.582520 -2.801204 -1.366793 0.462 0.054 -0.050
C 2.689906 -2.864468 -0.415917 -0.030 -0.071 -0.169
P 0.142552 -2.115646 -1.028511 0.075 0.275 -0.116
O 0.332731 -1.231299 0.222576 -0.263 -1.011 -0.206
O -0.391416 -1.319753 -2.204608 0.047 -0.035 0.094
P 0.233497 0.743382 -2.884702 -0.507 0.454 0.226
O -0.138133 1.357989 -1.506232 0.190 -0.239 -1.061
N -1.145585 0.655808 -3.840057 0.142 -0.099 -0.341
C -1.679884 1.927516 -4.330125 -0.053 -0.139 0.026
C -1.269761 -0.428795 -4.819361 -0.128 0.029 0.076
N 1.083942 2.014354 -3.626011 0.480 -0.011 0.188
C 1.852706 1.655490 -4.814822 -0.081 0.145 0.020
C 1.555343 3.208594 -2.934700 -0.012 -0.078 -0.230
N -0.911852 -3.327309 -0.648276 -0.317 -0.277 -0.042
C -0.687073 -4.679918 -1.160638 -0.086 0.075 0.017
C -2.334195 -2.954889 -0.641275 0.150 -0.163 0.006
H 2.362205 -4.171369 -2.756732 -0.001 -0.010 0.010
H 2.626896 -2.468638 -3.175819 -0.001 -0.002 0.027
H 1.022322 -3.190453 -3.360935 -0.011 0.029 0.041
H 3.019026 -3.898248 -0.274401 -0.020 -0.003 -0.030
H 2.392329 -2.458486 0.545635 -0.070 0.021 0.013
H 3.538759 -2.276737 -0.779709 -0.046 -0.015 0.004
H -1.573411 2.708229 -3.576547 0.020 -0.053 0.012
H -2.744522 1.795775 -4.537677 0.009 -0.001 -0.005
H -1.189565 2.267949 -5.248531 0.019 -0.024 0.010
H -0.868462 -1.353229 -4.411369 -0.004 0.100 0.023
H -0.761093 -0.194221 -5.763175 -0.017 0.033 0.042
H -2.327512 -0.585210 -5.045165 0.027 0.018 0.031
H 1.496373 0.711320 -5.231391 -0.032 0.032 0.044
H 2.919840 1.543321 -4.590184 -0.049 -0.008 0.028
H 1.747868 2.428636 -5.578982 -0.009 0.018 0.010
H 0.906080 3.431944 -2.095380 -0.041 -0.058 0.016
H 1.525507 4.050552 -3.632780 -0.008 -0.032 -0.010
H 2.582490 3.116694 -2.568033 0.025 -0.086 -0.006
H 0.372716 -4.921292 -1.157779 -0.015 0.033 0.023
H -1.077511 -4.808924 -2.178713 0.017 0.034 0.035
H -1.199377 -5.392609 -0.513624 -0.029 0.003 0.016
H -2.474255 -1.996072 -0.151199 0.064 0.070 0.016
H -2.895266 -3.700048 -0.074449 0.030 -0.009 0.005
H -2.741967 -2.905956 -1.657186 0.027 -0.016 0.008
C -1.738919 -3.208394 4.690815 -0.069 0.135 -0.146
N -2.111236 -2.255172 3.651042 0.014 -0.087 0.177
C -3.309837 -1.587080 3.539015 0.144 -0.102 0.021
C -3.161998 -0.750069 2.474361 0.015 0.066 -0.178
N -1.903277 -0.882028 1.933759 -0.117 0.018 -0.041
C -1.306996 -1.794057 2.665038 -0.117 -0.074 0.036
H -2.600342 -3.816069 4.955808 -0.021 -0.005 -0.025
H -1.379305 -2.692018 5.579234 0.002 0.045 0.017
H -0.954917 -3.861437 4.315746 0.012 0.007 -0.030
H -4.135402 -1.770467 4.208913 0.086 0.002 -0.058
H -3.886575 -0.061455 2.063170 0.074 -0.056 0.028
H -0.303115 -2.166525 2.512803 -0.077 0.046 -0.002